Record 1
A single C2H4N4O2 molecule. Source: OMol25; level of theory: ωB97M-V/def2-TZVPD.

Geometry as XYZ:
```
12
Properties=species:S:1:pos:R:3:forces:R:3:nbo_charge:R:1
O 1.4747 -1.5261 -0.0156 -2.40 -0.03 -0.49 -0.373
O -0.0798 1.7839 -0.0580 -0.91 -0.88 -0.16 -0.515
N 0.5178 0.5366 -0.2482 5.04 -2.59 0.66 -0.187
N -0.9686 -1.4017 -0.2754 -2.77 -0.22 1.26 -0.403
N 2.6106 -0.6181 0.1762 -3.92 0.69 -1.28 -0.086
N -2.0286 -0.3782 0.2253 1.22 0.62 -5.86 -0.732
C 1.9958 0.4987 0.0141 -2.20 0.32 -0.80 0.187
C 0.1358 -0.8429 -0.2624 4.33 2.92 1.88 0.650
H -2.8118 -0.3889 -0.5134 1.54 -0.33 1.97 0.378
H 2.5108 1.3962 -0.1988 0.47 1.00 0.53 0.206
H -2.3216 -0.6150 1.1075 -0.88 -1.33 2.23 0.366
H -1.0351 1.5555 0.0486 0.48 -0.17 0.05 0.509
```
Forces are in eV/Å.

Results
HOMO, eV: -9.1
Lowest unoccupied orbital energy, eV: 0.55
ΔE to the lowest compared entry with this formula, charge and spin, kcal per mole: 129.6
Net charge: 0
SMILES string: N/N=c1/oncn1O

---

Record 2
A single C2H4N4O2 molecule. Source: OMol25; level of theory: ωB97M-V/def2-TZVPD.

Geometry as XYZ:
```
12
Properties=species:S:1:pos:R:3:forces:R:3:nbo_charge:R:1
O -1.4409 0.7411 -2.3983 0.18 -0.42 1.16 -0.371
O -0.1591 -0.8998 -1.9548 1.06 -1.84 -0.01 -0.358
N -0.8054 0.0319 -1.6254 -0.75 3.27 -0.45 0.517
N 0.1946 1.5195 0.2611 0.66 0.77 -1.39 -0.134
N 1.1893 1.0987 0.8391 0.02 -0.15 0.99 -0.069
N -0.3416 -0.6608 0.6885 1.69 0.44 1.35 -0.660
C 1.0922 -0.3141 1.1636 -0.10 -1.58 -2.02 -0.142
C -0.7632 0.4749 -0.0679 -2.99 -0.74 0.71 0.120
H -0.3644 -1.6227 0.3298 -0.43 1.05 -0.24 0.418
H 1.8753 -0.8440 0.4772 -1.24 0.80 1.14 0.216
H 1.3914 -0.5647 2.2205 -0.85 0.53 -0.98 0.230
H -1.8682 1.0400 0.0667 2.75 -2.13 -0.25 0.232
```
Forces are in eV/Å.

Results
HOMO, eV: -10.2
Lowest unoccupied orbital energy, eV: -0.24
ΔE to the lowest compared entry with this formula, charge and spin, kcal per mole: 103.3
Net charge: 0
SMILES string: O=[N+]([O-])[C@@H]1N=NCN1

---

Record 3
A single C2H4N4OS molecule. Source: OMol25; level of theory: ωB97M-V/def2-TZVPD.

Geometry as XYZ:
```
12
Properties=species:S:1:pos:R:3:forces:R:3:nbo_charge:R:1
S -1.1589 1.0564 -0.6577 0.04 0.30 0.05 0.457
O 1.2653 -0.4087 -0.2869 -0.09 0.02 -0.72 -0.355
N 0.7964 0.1984 0.8861 -0.37 0.96 1.37 -0.363
N 0.1623 2.3662 1.3644 -0.10 0.00 -0.05 -0.672
N 0.6057 -2.3379 -1.2440 -0.90 -0.10 -0.05 -0.637
N -1.0380 -0.6138 -0.7748 0.49 -1.08 0.20 -0.830
C -0.0275 1.3338 0.6702 1.10 -0.58 -0.11 0.225
C 0.2783 -1.2051 -0.8193 -0.36 0.16 0.63 0.664
H -1.7035 -1.1190 -0.1790 0.56 0.23 -0.39 0.412
H -0.2358 -2.7951 -1.6192 0.50 0.16 -0.17 0.349
H -0.5358 3.0641 1.1580 -0.29 0.37 0.17 0.349
H 1.5915 0.4607 1.5021 -0.57 -0.43 -0.92 0.401
```
Forces are in eV/Å.

Results
HOMO, eV: -9.4
Lowest unoccupied orbital energy, eV: 0.45
ΔE to the lowest compared entry with this formula, charge and spin, kcal per mole: 34.3
Net charge: 0
SMILES string: [H]/N=C1/NO/C(=N/[H])NS1

---

Record 4
A molecular structure, C2H4N4S. Source: OMol25; level of theory: ωB97M-V/def2-TZVPD.

Geometry as XYZ:
```
11
Properties=species:S:1:pos:R:3:forces:R:3:nbo_charge:R:1
S 1.3940 -0.1778 2.7651 -0.67 -0.34 -0.33 0.174
N -0.9592 0.1165 -1.9105 -0.93 -0.25 -2.04 -0.228
N 0.9111 0.1652 -0.5470 1.11 0.12 -1.05 -0.387
N 0.2910 0.3244 -1.8223 4.05 0.78 -0.76 -0.248
N 0.0670 -0.2698 1.6178 -0.66 -0.30 3.90 -0.751
C -1.4971 -0.1750 -0.8520 0.06 -0.69 4.49 -0.092
C 0.0732 -0.0981 0.3465 -3.90 0.24 -6.40 0.380
H 0.8367 0.2330 -2.7035 -0.33 0.12 1.69 0.396
H 2.2827 0.3021 1.9150 0.31 0.37 -0.41 0.131
H -0.8363 -0.0187 2.0156 0.61 -0.18 0.21 0.417
H -2.5632 -0.4018 -0.8246 0.35 0.12 0.71 0.208
```
Forces are in eV/Å.

Results
HOMO, eV: -8.1
Lowest unoccupied orbital energy, eV: 0.52
ΔE to the lowest compared entry with this formula, charge and spin, kcal per mole: 101.8
Net charge: 0

---

Record 5
A single C2H4N4S2 molecule. Source: OMol25; level of theory: ωB97M-V/def2-TZVPD.

Geometry as XYZ:
```
12
Properties=species:S:1:pos:R:3:forces:R:3:nbo_charge:R:1
S -0.1028 -1.8555 -0.8181 0.04 0.08 0.02 -0.204
S -2.0338 0.8877 -0.9224 0.12 0.02 0.08 0.179
N 1.2597 -0.0616 0.7705 -0.83 0.39 -0.36 -0.091
N -0.5565 0.7268 -0.0574 0.47 -0.50 0.02 -0.520
N 1.1621 1.2269 1.2311 -0.18 0.08 -0.06 -0.276
N 2.3093 -0.8646 1.1039 -0.66 -0.97 1.69 -0.598
C 0.2294 -0.4344 -0.0417 -0.30 0.67 0.23 0.200
C 0.0610 1.6727 0.7158 -0.09 -0.08 0.04 0.182
H -0.3570 2.6611 0.8860 0.23 -0.30 -0.06 0.223
H 2.3549 -0.9699 2.1392 -0.16 0.08 -1.10 0.367
H 3.1400 -0.4363 0.8029 1.32 0.58 -0.52 0.363
H -1.9150 -0.3931 -1.3611 0.05 -0.05 0.01 0.174
```
Forces are in eV/Å.

Results
HOMO, eV: -8.3
Lowest unoccupied orbital energy, eV: 0.62
ΔE to the lowest compared entry with this formula, charge and spin, kcal per mole: 29.1
Net charge: 0
SMILES string: Nn1ncn(S)c1=S

---

Record 6
A single C2H4N4Se molecule. Source: OMol25; level of theory: ωB97M-V/def2-TZVPD.

Geometry as XYZ:
```
11
Properties=species:S:1:pos:R:3:forces:R:3:nbo_charge:R:1
Se -2.0716 -1.1356 0.0320 -1.67 0.41 -0.51 0.111
N -0.1501 2.2698 0.0319 -0.98 1.66 0.03 -0.059
N -1.2999 1.5458 0.0264 0.49 0.14 0.09 -0.333
N 0.4869 0.2665 0.0451 -1.17 -0.84 -0.56 -0.230
N 0.8662 1.5543 0.0470 2.04 -0.64 -0.14 -0.048
C -0.8906 0.3180 0.0433 0.55 -0.89 -0.23 0.148
C 1.4078 -0.9031 -0.0059 -0.50 -0.35 0.95 -0.421
H 1.5901 -1.4321 -0.9742 -0.87 0.84 0.51 0.228
H 2.3937 -0.6248 0.3526 -0.09 0.50 0.08 0.240
H 1.0045 -1.6030 0.7633 0.35 0.20 -0.80 0.218
H -3.3370 -0.2557 -0.3615 1.85 -1.03 0.57 0.145
```
Forces are in eV/Å.

Results
HOMO, eV: -9.4
Lowest unoccupied orbital energy, eV: 0.31
ΔE to the lowest compared entry with this formula, charge and spin, kcal per mole: 0.0
Net charge: 0
SMILES string: Cn1nnnc1[SeH]